This record from the Open Molecules 2025 dataset describes a molecular structure, C30H82O27S11 at a distorted geometry. The level of theory is the ωB97M-V functional and the def2-TZVPD basis.

Element x y z (Å)
C 8.05812 -13.42532 11.59860
H -2.19487 -20.10701 10.93143
H -2.02502 -15.80015 7.93530
H 5.18684 -17.45393 9.72908
H 9.00168 -17.73750 8.05621
H 4.92368 -21.68571 5.68464
H 1.27692 -17.95365 11.29634
H 5.92556 -20.30366 5.37176
C 4.22422 -17.79141 9.34492
H 0.47210 -21.77206 6.97421
O -3.42102 -18.72692 7.97423
H -2.51903 -21.66872 10.10765
H 7.88188 -12.69011 10.81342
H 2.42545 -20.76300 10.30553
S 4.81425 -20.11494 7.56772
H 2.59684 -21.79323 6.09770
H 6.25903 -19.64460 12.08233
H -0.17076 -19.48753 5.00265
H 4.38096 -15.48118 11.00733
C 1.05991 -20.96675 7.41471
H 0.94402 -18.60680 12.86952
H 0.65183 -20.10827 6.88123
H 3.29695 -14.77262 9.86982
H 2.54688 -16.60069 13.95197
H 1.45550 -21.91134 9.41106
H -1.16653 -19.01778 6.38229
C 5.25068 -15.14868 13.79296
S -0.78234 -18.93204 11.22556
O 0.44793 -20.78747 9.92432
O 5.02403 -18.22103 14.53129
O -1.61127 -19.56076 12.36508
S 7.19125 -16.23103 8.90497
O 7.54880 -14.82200 9.73023
H 5.25592 -11.92957 6.10510
O 2.40083 -14.51833 12.08788
H -0.83487 -22.13818 5.31779
O 0.50360 -16.04621 11.72100
C -2.25032 -20.62112 9.97188
O 4.67689 -10.60054 8.44188
H 2.25272 -17.97222 12.85613
H 4.09821 -17.75264 5.69487
H 4.11754 -14.36021 12.16099
C 8.88429 -16.98486 8.83585
H 4.67986 -18.85191 11.71094
C 4.87523 -13.99249 12.85294
H 0.83551 -20.81576 8.47061
H 0.61299 -17.09613 8.95655
H -0.38416 -16.76728 10.73228
H 1.13132 -19.84786 10.03050
H 2.05869 -19.33118 8.61113
S 1.97269 -16.00644 11.57127
O 6.85296 -15.80765 7.51041
H 6.17345 -18.06029 11.19744
H 8.98621 -17.45823 9.81239
C 0.93708 -18.85413 11.80797
O 5.32321 -18.72404 7.48609
C 4.35055 -15.00239 10.02859
H 4.13692 -18.05459 8.29078
H 7.38960 -13.23376 12.43793
H 9.52028 -16.10371 8.75114
C 2.72521 -16.99458 12.95140
H -1.52711 -18.53927 4.54819
H 6.22488 -14.92560 14.22800
H 6.22683 -14.05477 10.20090
O -3.62749 -18.77104 10.48138
H -2.95322 -20.07806 9.34012
C -4.64794 -16.61785 9.05587
H 6.61000 -21.48670 6.41761
O -1.06794 -16.19620 5.93836
H 3.11228 -21.75511 8.98573
C 4.31952 -22.12329 11.59022
H -0.10113 -15.43632 9.25563
H -1.46828 -17.45412 7.51681
C 7.72966 -14.88237 11.11428
H 1.36418 -18.06116 9.55332
C 5.20878 -13.71405 10.01226
H 4.63605 -22.59191 12.52205
O -0.66001 -18.86800 8.67556
H -5.63136 -17.08631 9.01678
H 1.50526 -19.77736 11.69440
O 3.24185 -20.04480 7.05081
S -3.45744 -18.03907 9.25674
H 2.04700 -18.87226 5.78088
H 3.94315 -16.87612 7.17767
H 1.30468 -12.04788 12.60503
O 6.98506 -11.57418 9.27259
H 0.40080 -15.99226 7.63027
H 2.38031 -18.88640 7.43281
H 2.92715 -12.14091 13.40494
H -1.74977 -19.94469 6.36476
H 4.49439 -13.11937 13.38275
H 8.54224 -15.55882 11.37925
H 5.76160 -13.82641 12.24068
O 3.06187 -18.33674 11.73676
C 2.50385 -21.31109 7.07083
S 5.94327 -17.67235 13.51475
H 3.77577 -17.08959 12.67684
H -4.74852 -16.07261 9.99432
C 5.72982 -18.69947 11.96082
O 1.83931 -22.85347 12.22068
H 6.84054 -15.26625 11.61451
O 0.80811 -16.90694 4.33694
O -0.95636 -21.26957 7.79436
H 4.58800 -15.80966 9.33575
C 6.17747 -11.98619 6.68444
C -1.89824 -20.94401 6.77391
C -1.05391 -17.21516 11.46640
C 1.77778 -19.06668 9.63056
O 5.33276 -16.26840 12.93287
H 9.08561 -13.37316 11.95860
H 5.09755 -22.28959 10.84516
C -1.48064 -16.67836 8.28240
O 5.04037 -13.10801 8.72733
H 0.76855 -14.23302 13.43099
C -0.02563 -16.29383 8.58698
H -4.33756 -15.86455 8.33178
C 5.66071 -21.02657 6.14335
H 6.93071 -11.27229 6.35118
C 2.44225 -21.75100 9.84546
O 2.62313 -16.33623 10.30279
C 1.89197 -12.48210 13.41415
O 6.34517 -17.08953 9.71002
H 4.40468 -15.23196 14.47520
H -0.89808 -16.84694 12.48041
C -0.84944 -18.72350 5.38180
H 3.05841 -16.42154 5.79185
H 6.62524 -12.97341 6.57038
H 4.81808 -13.08292 10.81046
S 3.40350 -19.01789 10.47652
H 4.10351 -21.06015 11.69581
H 2.91138 -22.05763 7.75253
O -2.04150 -17.18057 9.45739
H -2.13606 -17.13899 11.36032
O 0.99394 -17.49022 6.83946
H -2.45649 -21.70824 4.83764
H -2.27927 -22.90761 6.09464
H -2.94372 -20.87475 7.07437
S 2.83807 -23.04542 11.07797
H 1.54843 -12.22587 14.41635
S -0.01615 -17.12609 5.53884
O 4.84729 -20.91313 8.73882
H 2.45354 -14.32256 14.05872
C 3.36168 -17.30121 6.35957
C -1.84645 -21.99015 5.69582
H 3.72633 -16.83533 9.50650
O 7.34470 -17.49122 13.83374
S -0.69932 -20.25012 9.12240
C 2.19093 -18.18837 6.61734
C 1.81494 -13.99689 13.23761
S 5.75297 -11.62797 8.46978

- E_HOMO (eV) = -8.24
- LUMO (eV) = -0.18
- energy relative to the best compared isomer or geometry (same formula, charge and spin) (eV) = 40.4216
- HOMO-LUMO gap (eV) = 8.06
- net charge = 0
- F_max (Eh/bohr) = 0.2158